{"formula": "C3H4BrCl", "method": "the ωB97M-V functional and the def2-TZVPD basis", "elements": ["C", "C", "C", "Cl", "Br", "H", "H", "H", "H"], "xyz": [[0.552, 1.734, -0.480], [0.320, 1.541, -1.632], [-0.336, -1.385, 0.658], [1.308, -1.103, 1.189], [-1.754, -1.170, 2.045], [-0.342, -2.465, 0.427], [0.613, 1.789, 0.553], [0.060, 1.698, -2.676], [-0.420, -0.640, -0.083]], "atomic_forces_ev_per_a": [[-0.3, -0.3, -0.3], [-0.4, 0.8, -1.7], [0.1, -1.5, 1.4], [0.6, 0.1, 0.8], [0.8, 0.1, -0.7], [-0.5, 1.0, -0.5], [0.4, 0.1, 1.2], [0.3, -0.6, 0.7], [-1.0, 0.3, -1.1]], "de_lowest_kj_mol": 204.89, "smiles": "ClCBr.C#C", "largest_force_ha_per_bohr": 0.0403, "e_lumo_ev": 0.61, "orbital_gap_ev": 11.208, "e_tot_ha": -3150.81602}



{"formula": "C44H51Br2F27INO9PSi", "method": "the ωB97M-V functional and the def2-TZVPD basis", "elements": ["C", "C", "O", "P", "O", "C", "C", "C", "C", "C", "F", "F", "F", "C", "C", "O", "O", "C", "C", "C", "C", "C", "C", "C", "C", "C", "C", "Br", "C", "C", "Br", "C", "C", "C", "O", "Si", "C", "C", "C", "N", "I", "O", "C", "C", "H", "H", "H", "H", "H", "H", "H", "H", "H", "H", "H", "H", "H", "H", "H", "H", "H", "H", "H", "H", "H", "H", "H", "H", "H", "H", "H", "H", "H", "H", "H", "H", "H", "H", "H", "H", "H", "H", "H", "C", "C", "C", "F", "F", "F", "F", "O", "C", "C", "F", "F", "F", "F", "H", "H", "H", "H", "C", "C", "C", "F", "F", "F", "F", "O", "C", "C", "F", "F", "F", "F", "H", "H", "H", "H", "C", "C", "C", "F", "F", "F", "F", "O", "C", "C", "F", "F", "F", "F", "H", "H", "H", "H"], "xyz": [[-6.044, 1.339, 1.604], [-6.018, 1.275, 0.017], [-5.676, 2.523, -0.642], [-4.178, 3.131, -0.188], [-4.433, 4.091, 0.977], [-2.956, 1.848, 0.416], [-1.678, 1.656, -0.543], [-0.613, 0.872, 0.342], [-0.748, -0.606, 0.483], [-1.845, -1.540, -0.093], [-1.250, -2.477, -0.945], [-2.867, -0.969, -0.807], [-2.462, -2.173, 0.993], [0.332, -1.320, 1.304], [0.360, -2.893, 1.503], [1.152, -3.549, 0.833], [-0.490, -3.594, 2.343], [-0.489, -3.084, 3.695], [-1.941, -3.219, 4.343], [-2.067, -2.605, 5.730], [-3.376, -2.595, 6.485], [-4.551, -3.241, 5.772], [-4.444, -3.856, 4.409], [-5.671, -4.508, 3.628], [-3.112, -3.854, 3.662], [1.470, -0.562, 1.961], [2.543, -1.366, 2.746], [3.939, -2.327, 1.705], [2.656, -1.462, 4.128], [3.797, -2.315, 4.811], [1.404, -0.525, 5.303], [1.451, 0.938, 1.770], [2.616, 1.741, 2.494], [2.083, 2.462, 3.844], [0.664, 2.172, 3.890], [-0.171, 3.026, 5.139], [-1.987, 3.218, 4.510], [-0.313, 2.043, 6.782], [0.478, 4.782, 5.493], [0.443, 1.578, 0.990], [0.616, 3.651, 0.884], [-3.526, 3.944, -1.502], [-3.619, 5.389, -1.370], [-2.344, 5.886, -0.546], [-6.846, 0.613, 1.961], [-6.226, 2.364, 2.031], [-5.076, 0.964, 2.074], [-7.060, 1.000, -0.325], [-5.301, 0.464, -0.323], [-2.536, 2.255, 1.395], [-3.402, 0.845, 0.674], [-1.303, 2.646, -0.923], [-1.924, 1.059, -1.480], [0.219, -3.697, 4.324], [-0.216, -1.995, 3.796], [-1.182, -2.111, 6.239], [-3.479, -2.111, 7.501], [-5.544, -3.224, 6.293], [-5.842, -5.526, 4.083], [-6.570, -3.826, 3.727], [-5.367, -4.614, 2.539], [-2.980, -4.278, 2.633], [3.554, -3.411, 4.630], [4.820, -2.119, 4.378], [3.806, -2.189, 5.940], [3.142, 2.470, 1.801], [3.445, 1.045, 2.847], [2.256, 3.573, 3.722], [2.588, 2.027, 4.754], [-2.573, 3.733, 5.326], [-2.484, 2.205, 4.341], [-2.040, 3.842, 3.564], [-1.073, 2.550, 7.442], [0.690, 1.874, 7.269], [-0.745, 1.024, 6.517], [0.141, 5.487, 4.681], [-0.021, 5.119, 6.460], [1.594, 4.762, 5.654], [-3.534, 5.811, -2.424], [-4.597, 5.755, -0.952], [-2.017, 5.115, 0.224], [-1.491, 5.954, -1.296], [-2.465, 6.916, -0.108], [0.085, -4.460, -4.438], [0.788, -5.402, -3.437], [1.696, -4.732, -2.404], [2.729, -4.083, -2.976], [2.238, -5.664, -1.582], [1.459, -6.353, -4.125], [-0.196, -6.055, -2.753], [0.675, -4.335, -5.736], [1.694, -3.383, -5.907], [3.026, -4.017, -6.312], [3.469, -4.874, -5.372], [3.980, -3.066, -6.460], [1.792, -2.616, -4.805], [1.271, -2.560, -6.896], [-0.890, -4.911, -4.636], [-0.146, -3.486, -4.001], [1.137, -4.025, -1.784], [2.928, -4.564, -7.253], [8.032, 3.790, 0.937], [9.104, 2.737, 1.296], [8.649, 1.277, 1.270], [7.675, 1.027, 2.169], [9.683, 0.461, 1.589], [9.647, 3.053, 2.493], [10.105, 2.868, 0.381], [7.395, 4.463, 2.030], [6.276, 3.857, 2.617], [6.500, 3.514, 4.088], [7.517, 2.648, 4.247], [5.392, 2.920, 4.613], [5.895, 2.790, 1.885], [5.271, 4.755, 2.522], [8.562, 4.587, 0.411], [7.308, 3.415, 0.211], [8.292, 0.991, 0.277], [6.726, 4.411, 4.670], [-2.788, -2.270, -8.922], [-1.556, -2.481, -9.828], [-0.419, -1.471, -9.667], [-0.801, -0.217, -9.974], [0.602, -1.776, -10.506], [-1.964, -2.547, -11.116], [-1.053, -3.713, -9.528], [-3.919, -1.617, -9.506], [-3.953, -0.212, -9.488], [-3.968, 0.388, -10.895], [-2.862, 0.047, -11.588], [-3.993, 1.741, -10.836], [-2.947, 0.262, -8.728], [-5.094, 0.125, -8.847], [-3.156, -3.271, -8.685], [-2.524, -1.837, -7.955], [-0.024, -1.477, -8.647], [-4.840, 0.045, -11.457]], "atomic_forces_ev_per_a": [[0.2, -0.7, 0.3], [-0.6, -0.9, 0.8], [2.8, -0.3, 0.3], [-2.1, 3.3, 2.1], [0.9, -2.0, -2.3], [1.3, -0.4, -0.3], [0.0, -0.6, 0.4], [-0.1, -1.6, -0.5], [3.4, 1.4, 2.0], [-0.7, -0.7, 0.0], [-1.1, 1.4, 1.8], [1.6, -0.5, 0.9], [1.2, 0.8, -2.2], [0.0, 2.1, 0.5], [1.1, -2.4, -1.2], [-1.9, 2.2, 1.1], [1.3, 2.2, -0.3], [-1.9, -0.1, 1.8], [-1.7, 0.3, 1.3], [-2.5, -0.8, -0.5], [0.6, -1.7, -4.0], [2.2, 0.2, -0.9], [2.1, 0.9, 0.1], [1.1, 0.7, 0.8], [0.1, 1.8, 3.6], [-2.6, 0.7, -2.0], [-0.1, 0.5, 1.5], [-1.3, 1.1, 0.6], [0.9, -0.3, -1.6], [-0.9, -0.3, 0.4], [1.0, -0.9, -0.8], [0.5, -2.2, 0.5], [0.3, -0.2, 0.4], [-0.3, -0.3, -1.4], [0.5, 1.5, 1.2], [-1.8, 0.1, 0.1], [0.1, -0.4, -0.1], [0.1, -0.7, -0.7], [0.0, -0.2, 0.3], [0.5, -2.7, 0.6], [-0.3, -0.4, -0.1], [-1.3, -1.6, 1.7], [1.0, 1.6, -0.2], [0.3, -0.3, -0.9], [0.9, 1.0, -0.4], [0.0, -1.0, -0.7], [-1.1, 0.5, -0.7], [1.3, 0.5, 0.1], [-0.9, 0.8, 0.3], [-0.9, -0.1, -1.2], [0.3, 1.2, -0.5], [-0.2, -1.0, 0.7], [0.3, 0.6, 1.4], [-0.5, 0.6, -0.8], [-0.1, -1.1, -0.5], [-1.0, -0.8, -0.9], [0.1, -0.7, -1.4], [1.1, -0.1, -0.7], [-0.2, 1.1, -0.6], [0.9, -1.1, -0.2], [-0.6, 0.1, 1.4], [-0.3, 0.4, 1.2], [0.3, 1.3, 0.1], [-1.2, 0.0, 0.4], [-0.1, 0.1, -1.5], [-0.9, -0.8, 0.7], [-1.3, 0.5, -0.9], [0.0, -1.2, 0.4], [-0.3, 0.6, -1.1], [0.5, -0.4, -0.9], [0.6, 1.3, 0.1], [-0.1, -0.7, 1.0], [1.0, -0.4, -0.5], [-1.2, 0.3, -0.1], [0.4, 1.1, 0.4], [0.7, -0.6, 0.8], [0.7, -0.4, -1.1], [-1.1, 0.4, -0.2], [-0.2, -0.8, 1.3], [1.1, -0.7, -0.2], [-0.8, 1.2, -0.7], [-0.9, 0.0, 0.9], [-0.1, -1.2, -0.3], [-0.7, 0.1, -0.4], [0.1, -0.4, -0.8], [0.3, -0.1, 0.8], [-0.1, 0.0, -0.2], [-0.3, -0.1, -0.2], [0.1, 0.2, 0.2], [0.0, 0.4, 0.2], [1.2, 0.4, 0.5], [-1.7, -0.2, 0.5], [0.7, -0.4, -0.3], [-0.3, 0.1, 0.0], [-0.4, 0.2, 0.0], [0.4, 0.1, -0.2], [0.4, -0.1, -0.2], [0.2, -0.2, 0.0], [0.3, -0.1, 0.1], [-0.1, 0.0, -0.1], [-0.2, 0.1, 0.0], [0.0, 0.6, -0.5], [0.1, 0.7, 0.5], [0.4, -0.8, -0.2], [-0.1, 0.2, 0.1], [0.1, 0.3, -0.1], [-0.2, -0.2, 0.0], [-0.3, -0.3, -0.2], [-0.5, -1.2, 0.6], [0.9, 0.7, -1.6], [0.4, -0.1, 0.9], [-0.1, 0.1, -0.3], [-0.2, 0.1, -0.3], [-0.4, -0.2, 0.4], [-0.2, 0.0, 0.4], [0.1, -0.1, 0.2], [0.0, -0.2, 0.2], [0.0, 0.2, 0.0], [-0.1, 0.1, -0.2], [-0.5, -0.4, 0.4], [-0.8, -0.1, -0.5], [0.8, 0.1, 0.0], [-0.2, -0.1, 0.0], [-0.2, -0.3, 0.0], [0.2, 0.2, 0.1], [0.2, 0.2, 0.3], [0.8, 1.0, -0.4], [0.0, -1.3, 1.1], [-0.1, 0.3, -0.8], [-0.1, -0.2, 0.3], [-0.1, -0.1, 0.4], [-0.1, 0.4, -0.2], [-0.1, 0.2, -0.4], [0.0, 0.0, -0.3], [0.2, 0.2, -0.2], [-0.1, -0.1, 0.0], [-0.1, -0.1, 0.2]], "total_charge": 1, "largest_force_ha_per_bohr": 0.0856, "e_lumo_ev": -4.84, "orbital_gap_ev": 5.877, "e_tot_ha": -11211.72868}



{"formula": "C6H31BO22", "method": "the ωB97M-V functional and the def2-TZVPD basis", "elements": ["O", "C", "O", "B", "O", "C", "O", "O", "C", "O", "C", "O", "O", "C", "C", "O", "H", "H", "H", "H", "H", "O", "H", "H", "O", "H", "H", "O", "H", "H", "O", "H", "H", "O", "H", "H", "O", "H", "H", "O", "H", "H", "O", "H", "H", "O", "H", "H", "O", "H", "H", "O", "H", "H", "O", "H", "H", "O", "H", "H"], "xyz": [[-7.435, -12.477, -9.541], [-7.166, -11.912, -8.530], [-7.348, -10.627, -8.274], [-6.709, -10.259, -7.001], [-6.157, -11.530, -6.486], [-6.388, -12.514, -7.307], [-5.860, -13.597, -7.300], [-7.643, -9.557, -6.104], [-7.259, -8.290, -5.998], [-7.807, -7.435, -5.390], [-5.933, -8.136, -6.733], [-5.592, -9.325, -7.223], [-5.253, -7.161, -6.718], [-10.157, -12.007, -4.987], [-10.768, -12.993, -5.991], [-11.919, -12.568, -6.610], [-10.977, -11.838, -4.277], [-9.712, -11.079, -5.326], [-9.399, -12.547, -4.398], [-11.038, -13.923, -5.460], [-9.955, -13.173, -6.738], [-4.648, -15.467, -9.113], [-5.233, -16.047, -9.609], [-5.225, -15.065, -8.439], [-10.634, -9.023, -6.342], [-9.674, -8.994, -6.223], [-10.871, -9.951, -6.176], [-9.119, -8.746, -9.777], [-9.181, -9.668, -9.483], [-8.647, -8.785, -10.615], [-3.816, -10.044, -9.276], [-3.424, -10.921, -9.195], [-4.281, -9.891, -8.432], [-2.096, -7.470, -7.395], [-2.438, -6.614, -7.669], [-2.886, -7.974, -7.163], [-9.905, -6.697, -7.971], [-9.713, -7.365, -8.657], [-10.372, -7.205, -7.292], [-6.348, -10.450, -11.574], [-6.115, -9.764, -10.938], [-6.402, -11.253, -11.036], [-8.218, -14.061, -11.932], [-7.881, -14.958, -12.018], [-7.576, -13.610, -11.366], [-3.271, -5.174, -4.317], [-4.073, -5.399, -3.833], [-3.474, -5.406, -5.231], [-9.885, -8.959, -2.996], [-9.628, -8.125, -3.414], [-9.100, -9.516, -3.058], [-7.655, -15.947, -7.037], [-7.465, -16.474, -6.255], [-7.039, -15.200, -6.986], [-9.719, -5.750, -4.130], [-10.205, -5.136, -4.690], [-9.116, -6.207, -4.740], [-5.191, -11.981, -3.695], [-4.407, -12.534, -3.617], [-4.869, -11.149, -4.058]], "atomic_forces_ev_per_a": [[0.0, -0.3, -0.6], [0.2, 0.1, 1.0], [0.0, -0.1, 0.0], [-0.4, -0.8, -0.2], [-0.2, 0.4, 0.7], [0.5, 0.3, -1.3], [-0.5, -0.1, 0.5], [0.4, 0.1, -0.2], [-0.1, -0.9, -0.3], [-0.4, 0.7, 0.5], [0.4, -0.5, 0.4], [-0.2, 0.5, 0.1], [0.5, 0.6, -0.3], [-0.6, -1.3, 1.4], [-1.2, 0.9, -1.5], [0.7, 0.5, 0.3], [0.2, 0.6, 0.0], [-0.1, 0.0, -0.3], [0.3, 0.1, -0.1], [0.8, -0.4, 0.4], [0.2, -0.6, 0.0], [-0.1, -0.1, 0.1], [0.0, 0.0, 0.1], [0.2, 0.1, -0.3], [0.3, 0.2, -0.1], [-0.4, -0.2, 0.1], [-0.3, 0.1, -0.2], [0.0, -0.2, -0.2], [0.0, 0.3, 0.0], [0.0, -0.1, 0.0], [-0.2, -0.1, 0.4], [-0.1, 0.1, 0.0], [0.2, 0.0, -0.5], [0.1, 0.0, 0.1], [-0.1, -0.1, 0.0], [0.0, 0.1, -0.1], [0.1, -0.1, -0.1], [-0.1, 0.2, 0.3], [-0.1, -0.1, -0.2], [0.0, 0.0, 0.1], [0.2, -0.1, 0.0], [-0.2, 0.2, -0.1], [0.3, -0.1, -0.2], [0.0, 0.1, 0.1], [-0.3, 0.0, 0.1], [-0.1, 0.0, 0.0], [0.0, 0.0, -0.1], [0.0, -0.1, 0.1], [0.3, 0.2, 0.2], [-0.2, -0.1, 0.0], [-0.2, 0.0, -0.1], [0.3, -0.1, 0.0], [-0.1, 0.1, 0.0], [-0.3, -0.1, 0.0], [0.2, 0.0, -0.1], [0.0, -0.1, 0.0], [-0.1, 0.1, 0.1], [0.2, 0.0, 0.3], [-0.1, 0.0, -0.1], [-0.1, -0.1, -0.1]], "de_lowest_kj_mol": 0.00, "total_charge": -2, "largest_force_ha_per_bohr": 0.0409, "e_lumo_ev": 3.79, "orbital_gap_ev": 4.292, "e_tot_ha": -1927.63593}



{"formula": "C5H6O2", "method": "the ωB97M-V functional and the def2-TZVPD basis", "elements": ["O", "C", "C", "C", "C", "C", "O", "H", "H", "H", "H", "H", "H"], "xyz": [[2.257, -0.626, -1.233], [2.383, -0.075, 0.067], [1.040, 0.023, 0.647], [-0.159, -0.091, 0.693], [-1.565, -0.386, 0.466], [-2.350, 0.782, -0.111], [-3.472, 0.658, -0.528], [1.468, -0.225, -1.622], [2.881, 0.903, 0.041], [3.005, -0.757, 0.653], [-2.078, -0.777, 1.350], [-1.594, -1.186, -0.284], [-1.815, 1.755, -0.138]], "atomic_forces_ev_per_a": [[0.1, 0.1, -0.2], [0.1, 0.1, 0.3], [-0.6, -0.1, -0.1], [0.6, 0.0, -0.1], [-0.1, -0.1, 0.0], [-0.4, 0.0, -0.1], [0.5, 0.1, 0.2], [0.3, -0.1, 0.0], [-0.1, -0.1, 0.0], [0.0, 0.1, -0.1], [0.0, 0.1, 0.0], [-0.2, 0.0, 0.1], [-0.1, -0.1, 0.0]], "de_lowest_kj_mol": 256.30, "smiles": "O=CCC#CCO", "largest_force_ha_per_bohr": 0.0117, "e_lumo_ev": 0.67, "orbital_gap_ev": 10.657, "e_tot_ha": -344.50429}